Here is a cluster of 2 separate species, C3H7NO2 in total from the Open Molecules 2025 dataset. Energies are from the ωB97M-V functional and the def2-TZVPD basis.

Geometry (Å):
N: 1.066 0.657 -1.902
C: 0.112 0.118 -2.418
O: -0.760 -0.391 -3.019
C: -0.209 -1.147 0.780
C: -0.445 0.334 0.999
O: 0.821 0.994 0.928
H: 1.192 0.827 -0.901
H: 0.333 -1.315 -0.155
H: 0.387 -1.567 1.595
H: -1.162 -1.680 0.724
H: -1.126 0.735 0.233
H: -0.904 0.509 1.981
H: 0.694 1.925 1.154

Its HOMO energy is -10.687 eV. As for the LUMO energy: 0.63 eV. The charge is 0. As for the SMILES: N=C=O.CCO. As for the energy above the lowest of the compared OMol25 structures with the same formula, charge and spin: 23.3 kcal per mole. For the energy, the calculation gives -8809.520 eV. The value obtained for the frontier orbital gap is 0.4161 Eh.